Entry 1:
The following is a quantum chemistry calculation of a structure of composition C38H104N9O10Pd at a distorted geometry, from OMol25.

The geometry in ORCA input format:
```
! wB97M-V def2-TZVPD RIJCOSX def2/J DEFGRID3
* xyz 0 4
Pd -4.532 24.021 35.179
C -3.783 27.474 32.192
C -4.841 26.436 32.620
O -4.372 25.354 33.387
H -2.919 26.976 31.752
H -3.500 28.192 32.962
H -4.271 28.063 31.415
H -5.390 26.146 31.725
H -5.649 27.046 33.025
C -8.389 27.244 25.805
C -7.630 27.273 27.160
C -6.763 28.467 27.360
O -5.886 28.403 28.484
C -4.925 29.446 28.539
N -8.491 27.150 28.336
H -9.095 26.426 25.657
H -7.763 27.330 24.917
H -8.950 28.169 25.677
H -7.060 26.344 27.155
H -7.283 29.421 27.449
H -6.068 28.571 26.527
H -4.334 29.382 29.452
H -5.578 30.318 28.574
H -4.328 29.678 27.657
H -9.279 27.772 28.229
H -7.960 27.740 28.960
C 0.938 29.511 38.754
C 1.818 28.886 37.626
C 1.283 29.232 36.167
O -0.084 28.830 35.898
C -0.528 29.065 34.537
N 3.219 29.380 37.739
H 1.495 29.593 39.687
H 0.052 28.927 39.005
H 0.663 30.525 38.467
H 1.877 27.803 37.732
H 1.971 28.821 35.427
H 1.340 30.312 36.032
H -0.673 30.110 34.261
H -1.510 28.598 34.617
H 0.054 28.553 33.771
H 3.562 29.037 38.625
H 3.773 28.830 37.099
C -4.817 23.741 29.537
C -6.076 24.513 29.094
C -6.818 23.660 27.990
O -8.096 24.316 27.643
C -8.592 23.737 26.445
N -6.986 24.821 30.206
H -4.114 23.610 28.715
H -5.023 22.746 29.930
H -4.281 24.246 30.341
H -5.799 25.492 28.704
H -7.060 22.695 28.436
H -6.161 23.537 27.129
H -8.687 22.652 26.494
H -7.879 23.949 25.649
H -9.559 24.147 26.152
H -6.508 25.514 30.764
H -6.937 24.059 30.868
C -4.841 35.246 35.672
C -3.531 34.466 35.394
C -3.566 33.171 34.589
O -4.167 32.082 35.267
C -4.362 30.946 34.448
N -2.495 35.344 34.898
H -5.506 34.645 36.292
H -5.303 35.663 34.777
H -4.549 36.111 36.266
H -3.158 34.146 36.367
H -2.566 32.890 34.258
H -3.964 33.449 33.613
H -4.971 31.061 33.551
H -4.804 30.115 34.997
H -3.373 30.530 34.256
H -1.613 34.873 35.040
H -2.525 36.138 35.523
C -1.289 23.738 31.494
C -0.377 24.349 32.513
C 0.979 24.699 31.854
O 1.621 23.573 31.250
C 2.757 23.924 30.505
N -1.018 25.468 33.180
H -1.647 24.468 30.769
H -2.156 23.333 32.018
H -0.818 22.903 30.976
H -0.204 23.587 33.273
H 1.672 25.110 32.587
H 0.685 25.451 31.121
H 3.393 23.117 30.142
H 3.444 24.598 31.016
H 2.425 24.508 29.646
H -0.808 26.331 32.701
H -1.995 25.362 32.945
C -1.006 26.036 37.063
C -2.387 25.419 36.776
C -3.514 26.433 36.379
O -4.813 25.828 36.233
C -5.841 26.652 36.598
N -2.332 24.425 35.735
H -0.646 26.473 36.131
H -0.318 25.238 37.343
H -1.113 26.711 37.912
H -2.764 24.986 37.702
H -3.188 26.890 35.445
H -3.547 27.261 37.087
H -5.731 26.960 37.638
H -6.804 26.142 36.637
H -5.888 27.570 36.013
H -1.663 23.835 36.209
H -1.804 24.654 34.905
C -6.376 22.308 32.549
C -6.347 21.926 34.031
C -5.007 21.249 34.363
O -3.908 22.153 34.195
C -2.644 21.575 34.404
N -6.522 23.173 34.729
H -5.556 22.976 32.289
H -7.299 22.804 32.248
H -6.400 21.389 31.963
H -7.153 21.220 34.231
H -4.957 20.380 33.707
H -4.976 20.821 35.365
H -2.435 20.722 33.757
H -2.485 21.198 35.414
H -1.954 22.400 34.231
H -7.343 23.541 34.269
H -6.813 22.870 35.647
C -7.272 30.151 31.296
C -7.823 30.398 32.700
C -9.356 30.658 32.738
O -9.621 31.861 32.094
C -10.924 32.387 32.356
N -7.545 29.262 33.611
H -7.424 31.011 30.644
H -7.815 29.295 30.894
H -6.215 29.887 31.323
H -7.368 31.271 33.166
H -9.721 30.694 33.764
H -9.839 29.791 32.286
H -10.976 33.375 31.900
H -11.071 32.520 33.427
H -11.694 31.761 31.903
H -6.623 28.967 33.322
H -8.141 28.463 33.446
C -0.966 28.682 30.410
C 0.093 29.620 29.864
C 1.357 29.809 30.810
O 1.029 30.871 31.712
C 2.163 31.122 32.586
N 0.527 29.012 28.639
H -1.892 28.659 29.836
H -1.310 28.904 31.420
H -0.625 27.647 30.377
H -0.345 30.610 29.734
H 2.257 30.063 30.251
H 1.632 28.849 31.245
H 3.030 31.455 32.014
H 2.322 30.265 33.240
H 1.903 31.992 33.189
H 1.044 29.709 28.123
H -0.272 28.847 28.044
*
```

Calculated values
F_max, eV/Å: 2.87
LUMO level (alpha / beta), eV: 0.5 / -0.7
E_HOMO (alpha / beta), eV: -2.65 / -8.05
Frontier orbital gap (alpha / beta), eV: 3.14 / 7.34
Energy, Eh: -2882.8238

Entry 2:
The following is a quantum chemistry calculation of a cluster of 13 separate species, C38H105N3O13 in total at a distorted geometry, from OMol25.

The geometry in ORCA input format:
```
! wB97M-V def2-TZVPD RIJCOSX def2/J DEFGRID3
* xyz 0 1
C -5.750 -2.362 4.692
C -5.217 -1.425 3.677
O -4.541 -2.120 2.670
H -6.424 -1.895 5.401
H -4.888 -2.849 5.180
H -6.259 -3.224 4.167
H -4.533 -0.621 4.111
H -6.098 -0.942 3.244
H -3.842 -1.657 2.261
C 4.547 2.831 3.193
C 5.951 3.325 2.933
O 6.244 3.548 1.600
H 4.340 1.844 2.819
H 3.962 3.543 2.583
H 4.196 2.832 4.214
H 6.672 2.650 3.369
H 6.081 4.272 3.461
H 5.994 2.744 1.119
C 5.053 -1.093 -0.275
C 5.830 -0.073 0.528
O 5.819 1.281 -0.079
H 5.602 -1.297 -1.233
H 4.034 -0.769 -0.552
H 5.007 -2.037 0.332
H 6.835 -0.431 0.670
H 5.414 0.015 1.548
H 6.203 1.315 -0.953
C 2.959 -1.936 5.098
C 2.862 -1.125 3.886
O 4.024 -1.240 2.992
H 2.125 -1.654 5.658
H 3.813 -1.680 5.617
H 2.853 -3.007 4.959
H 2.772 -0.047 4.161
H 1.957 -1.390 3.279
H 4.463 -2.018 3.258
C 3.267 2.185 -6.669
C 3.191 0.671 -6.368
C 2.597 0.423 -5.054
O 3.348 1.078 -4.078
C 2.771 0.901 -2.782
N 2.274 0.180 -7.414
H 3.747 2.290 -7.637
H 3.865 2.757 -5.967
H 2.242 2.517 -6.685
H 4.162 0.192 -6.383
H 2.472 -0.646 -4.879
H 1.610 0.819 -5.148
H 2.735 -0.149 -2.415
H 1.758 1.327 -2.608
H 3.467 1.445 -2.095
H 1.867 -0.721 -7.168
H 2.767 0.129 -8.298
C -2.481 -0.295 -0.441
C -1.856 -0.975 0.837
C -0.363 -0.976 0.837
O 0.103 0.331 0.912
C 1.449 0.589 0.527
N -2.303 -0.225 2.052
H -2.382 -0.963 -1.325
H -1.998 0.685 -0.540
H -3.591 -0.107 -0.410
H -2.222 -1.982 0.910
H 0.069 -1.452 -0.089
H -0.031 -1.619 1.646
H 1.721 0.034 -0.397
H 2.125 0.241 1.307
H 1.511 1.687 0.394
H -1.781 -0.414 2.939
H -2.177 0.780 1.834
C -5.186 -3.578 -1.326
C -4.332 -4.850 -1.542
C -3.525 -5.351 -0.342
O -2.354 -4.440 -0.315
C -1.423 -4.806 0.640
N -5.096 -6.003 -2.126
H -6.061 -3.877 -0.696
H -5.638 -3.335 -2.296
H -4.611 -2.773 -0.819
H -3.556 -4.573 -2.251
H -3.165 -6.364 -0.494
H -4.188 -5.345 0.548
H -1.806 -5.032 1.620
H -0.702 -4.032 0.729
H -0.915 -5.723 0.275
H -5.607 -6.566 -1.425
H -5.849 -5.616 -2.747
C 0.274 -5.362 -3.318
C 0.130 -3.842 -3.309
C 0.297 -3.356 -1.788
O 1.141 -3.289 -4.079
H 0.204 -5.808 -4.335
H -0.516 -5.708 -2.683
H 1.218 -5.825 -2.887
H -0.858 -3.504 -3.643
H 0.282 -2.262 -1.762
H 1.280 -3.591 -1.399
H -0.459 -3.682 -1.144
H 0.933 -3.461 -5.024
C 1.636 7.092 -1.703
C 2.982 6.338 -1.693
C 3.629 6.356 -0.318
O 2.719 4.941 -2.073
H 0.916 6.617 -1.043
H 1.154 7.132 -2.636
H 1.893 8.049 -1.280
H 3.695 6.788 -2.453
H 4.566 5.737 -0.216
H 2.874 6.006 0.414
H 3.872 7.428 -0.149
H 3.620 4.613 -2.212
C -6.633 2.362 -2.316
C -5.719 1.941 -3.443
C -4.357 2.647 -3.111
O -5.634 0.516 -3.434
H -7.578 1.931 -2.433
H -6.779 3.412 -2.314
H -6.223 1.974 -1.368
H -6.109 2.233 -4.411
H -4.001 2.379 -2.077
H -4.497 3.709 -3.202
H -3.590 2.267 -3.775
H -5.070 0.289 -4.163
C -0.578 -4.942 4.574
C -1.746 -3.935 4.556
C -1.606 -2.824 5.645
O -1.841 -3.310 3.284
H -0.607 -5.659 3.741
H -0.422 -5.437 5.558
H 0.432 -4.467 4.462
H -2.666 -4.545 4.719
H -1.535 -3.122 6.686
H -2.498 -2.150 5.563
H -0.710 -2.250 5.386
H -2.747 -2.927 3.173
C -0.917 2.613 -2.959
C -1.359 3.906 -2.213
C -0.773 3.856 -0.839
O -0.948 5.113 -2.975
H -1.249 1.696 -2.414
H 0.137 2.530 -3.003
H -1.202 2.601 -4.010
H -2.466 4.056 -2.267
H -0.597 4.871 -0.473
H 0.164 3.247 -0.797
H -1.476 3.273 -0.148
H -0.080 5.479 -2.727
C -0.033 3.002 3.225
C 0.906 1.999 3.817
C 1.368 2.252 5.209
O 0.321 0.681 3.702
H -0.763 3.347 4.009
H -0.572 2.564 2.399
H 0.422 3.918 2.849
H 1.798 2.028 3.101
H 0.509 2.411 5.883
H 1.995 3.159 5.266
H 1.969 1.447 5.635
H 0.098 0.672 2.803
*
```

Calculated values
F_max, eV/Å: 3.19
LUMO level, eV: 0.5
E_HOMO, eV: -9.30
Frontier orbital gap, eV: 9.84
Energy, Eh: -2652.9891
ΔE to the lowest compared entry with this formula, charge and spin, eV: 2.9905

Entry 3:
The following is a quantum chemistry calculation of a cluster of 11 separate species, C38H107N9O11 in total at a distorted geometry, from OMol25.

The geometry in ORCA input format:
```
! wB97M-V def2-TZVPD RIJCOSX def2/J DEFGRID3
* xyz -1 2
C -2.709 -2.881 -5.515
C -1.487 -2.268 -4.876
C -0.691 -1.386 -5.855
O 0.450 -0.924 -5.260
C 1.063 0.107 -5.969
N -2.083 -1.397 -3.842
H -3.542 -2.287 -5.892
H -3.277 -3.519 -4.837
H -2.377 -3.551 -6.307
H -0.965 -3.078 -4.367
H -1.314 -0.505 -6.011
H -0.472 -1.846 -6.818
H 1.376 -0.185 -6.971
H 1.922 0.498 -5.423
H 0.420 0.982 -5.872
H -2.833 -0.887 -4.286
H -1.414 -0.709 -3.526
C 3.785 3.244 3.844
C 3.464 2.093 2.874
C 3.527 0.747 3.606
O 3.279 -0.310 2.791
C 3.451 -1.562 3.515
N 2.036 2.392 2.582
H 3.152 3.090 4.718
H 3.633 4.161 3.275
H 4.823 3.253 4.176
H 3.964 2.172 1.908
H 2.915 0.845 4.503
H 4.516 0.593 4.037
H 4.410 -1.513 4.029
H 3.547 -2.357 2.775
H 2.628 -1.863 4.163
H 1.600 1.791 1.898
H 2.010 3.322 2.190
C 1.130 -3.719 -2.382
C 2.485 -3.119 -2.527
C 3.400 -3.914 -3.523
O 3.882 -5.108 -2.752
C 4.786 -5.970 -3.369
N 2.196 -1.824 -3.077
H 1.108 -4.737 -1.993
H 0.573 -3.698 -3.318
H 0.429 -3.210 -1.721
H 2.969 -3.025 -1.555
H 4.285 -3.400 -3.897
H 2.756 -4.021 -4.396
H 5.757 -5.479 -3.314
H 4.446 -6.338 -4.336
H 5.027 -6.882 -2.822
H 1.601 -1.314 -2.440
H 1.607 -1.872 -3.896
C -4.306 -2.260 4.614
C -3.199 -3.057 5.184
C -1.849 -2.266 5.446
O -1.473 -1.670 4.235
C -0.031 -1.588 3.972
N -3.666 -3.645 6.440
H -5.192 -2.875 4.454
H -3.966 -1.807 3.682
H -4.496 -1.415 5.276
H -3.006 -3.923 4.550
H -1.156 -3.090 5.615
H -1.832 -1.669 6.357
H 0.326 -2.617 3.947
H 0.503 -1.020 4.734
H 0.145 -1.085 3.021
H -3.916 -2.904 7.080
H -4.496 -4.180 6.230
C -0.762 4.838 0.227
C -0.791 5.184 -1.245
C -0.747 6.714 -1.564
O -1.843 7.268 -0.747
C -1.831 8.649 -0.780
N 0.320 4.352 -1.861
H -1.329 5.564 0.809
H 0.263 4.951 0.583
H -0.987 3.793 0.438
H -1.719 4.730 -1.592
H -0.875 6.976 -2.614
H 0.226 7.100 -1.258
H -2.332 8.969 -1.694
H -0.853 9.085 -0.576
H -2.540 8.950 -0.009
H 0.248 3.466 -1.381
H 1.155 4.812 -1.526
C -3.347 -6.742 -0.051
C -2.978 -5.239 -0.124
C -1.434 -5.042 -0.169
O -1.181 -3.771 0.408
C 0.070 -3.682 1.122
N -3.743 -4.632 -1.195
H -2.811 -7.333 -0.793
H -4.423 -6.896 0.029
H -2.919 -7.194 0.844
H -3.280 -4.804 0.829
H -1.155 -5.110 -1.220
H -0.912 -5.869 0.312
H 0.871 -4.113 0.522
H -0.089 -4.171 2.083
H 0.231 -2.606 1.201
H -3.536 -3.644 -1.183
H -4.634 -4.684 -0.722
C -3.707 5.924 4.665
C -4.116 4.692 3.929
C -2.950 3.866 3.367
O -3.445 3.092 2.285
C -2.608 1.956 1.925
N -4.896 3.956 4.906
H -4.624 6.506 4.755
H -2.894 6.550 4.295
H -3.453 5.686 5.697
H -4.816 5.014 3.158
H -2.557 3.213 4.146
H -2.090 4.403 2.966
H -2.626 1.236 2.744
H -1.583 2.294 1.772
H -2.979 1.462 1.027
H -5.865 4.235 4.839
H -4.802 3.017 4.547
C 8.462 2.290 -0.110
C 7.145 1.815 -0.755
C 6.429 0.834 0.128
O 5.625 -0.064 -0.679
C 4.805 -0.898 0.164
N 6.394 3.084 -1.022
H 9.182 1.479 -0.009
H 8.368 2.633 0.921
H 8.877 3.161 -0.617
H 7.401 1.387 -1.724
H 5.875 1.226 0.981
H 7.116 0.110 0.567
H 3.759 -0.602 0.242
H 5.162 -0.904 1.194
H 4.825 -1.944 -0.142
H 5.575 2.915 -1.588
H 5.970 3.418 -0.168
C -4.294 -1.336 0.709
C -3.953 -1.175 -0.709
C -4.276 0.197 -1.378
O -3.791 0.225 -2.692
C -3.947 1.432 -3.379
N -2.514 -1.496 -0.896
H -5.373 -1.471 0.791
H -3.855 -0.677 1.457
H -3.970 -2.357 0.908
H -4.539 -1.963 -1.182
H -3.775 1.012 -0.856
H -5.348 0.391 -1.351
H -4.047 2.286 -2.710
H -4.900 1.479 -3.906
H -3.184 1.642 -4.129
H -2.266 -1.515 -1.874
H -2.165 -2.390 -0.578
C 3.010 1.645 -3.244
O 4.170 1.855 -2.401
H 2.591 0.664 -3.021
H 2.309 2.477 -3.187
H 3.541 1.620 -4.195
H 4.193 1.122 -1.782
C 0.142 0.218 -0.667
O -0.573 1.177 -1.323
H -0.032 -0.800 -1.015
H 1.212 0.429 -0.647
H 0.075 0.197 0.421
H -1.360 0.643 -1.449
*
```

Calculated values
F_max, eV/Å: 3.70
LUMO level (alpha / beta), eV: 2.1 / 2.0
E_HOMO (alpha / beta), eV: 0.71 / -6.98
Frontier orbital gap (alpha / beta), eV: 1.37 / 9.02
Energy, Eh: -2832.0531